Below is a cluster of 2 separate species, C6H9NO2 in total in a non-equilibrium geometry, with properties calculated with ωB97M-V with the def2-TZVPD basis set.

Summary:
Calculated total energy   -11950.46670 eV
SMILES   CC(=O)C(C)=O.C#CN
E_HOMO   -0.336 hartree
ΔE to the lowest compared entry with this formula, charge and spin   275.17 kJ/mol
LUMO   0.26 eV

Cartesian coordinates (Å):
C -1.7671 -1.1554 0.3626
C -0.4243 -0.5373 0.6293
O 0.5552 -1.1670 0.9933
C -0.4667 1.0079 0.8138
C 0.8534 1.6276 1.1791
O -1.5118 1.6124 0.7724
H -2.5246 -0.6502 0.9570
H -2.0238 -1.0133 -0.6851
H -1.7469 -2.2200 0.5812
H 1.4906 1.6671 0.2984
H 1.3499 1.0097 1.9239
H 0.7013 2.6353 1.5568
C -0.0711 0.5522 -1.7751
C 0.7029 -0.3727 -1.6540
N 1.6037 -1.3479 -1.5409
H -0.7798 1.2784 -2.0458
H 1.4978 -1.8672 -0.6705
H 2.5613 -1.0594 -1.6964

***

Below is the molecule C6H9NO2 in a non-equilibrium geometry, with properties calculated with ωB97M-V with the def2-TZVPD basis set.

Summary:
Calculated total energy   -11950.33130 eV
SMILES   C#CC(=O)[C@](C)(O)NC
E_HOMO   -0.342 hartree
ΔE to the lowest compared entry with this formula, charge and spin   288.23 kJ/mol
LUMO   0.07 eV

Cartesian coordinates (Å):
C -3.2784 -0.8738 -1.0954
C -2.0823 -0.9299 -0.9909
C -0.6566 -1.0345 -0.8043
O -0.0350 -2.0404 -1.0844
C -0.1161 0.1201 0.0661
C -0.0441 -0.3902 1.5061
O -0.8905 1.2760 0.0424
N 1.1520 0.3413 -0.7160
C 2.1972 1.0206 0.0323
H -4.3296 -0.8267 -1.1070
H -1.0456 -0.6819 1.8154
H 0.3468 0.3974 2.1444
H 0.6098 -1.2575 1.5664
H -0.7796 1.6926 -0.8230
H 1.5527 -0.4671 -1.1810
H 1.7747 1.9215 0.4776
H 2.9731 1.3245 -0.6692
H 2.6515 0.4080 0.8205

***

How do the records compare in orbital gap? In the order shown, they have 9.4 9.4 eV.